(1)
{"formula": "C18H16I2IrN9OS", "method": "wB97M-V/def2-TZVPD", "charge": 2, "orbital_gap_ha": 0.210, "relative_energy_kcal_mol": 35.3, "lumo_energy_ev": -7.1412, "total_energy_ha": -2361.024645, "homo_ev": -12.85, "elements": ["N", "C", "H", "H", "H", "C", "C", "S", "C", "C", "H", "Ir", "C", "N", "C", "H", "H", "I", "C", "N", "N", "C", "H", "H", "H", "C", "I", "H", "C", "N", "H", "O", "C", "C", "H", "H", "C", "C", "N", "C", "N", "N", "N", "H", "C", "H", "H", "C"], "positions_angstrom": [[-0.93891, -3.04443, 1.86414], [-1.89989, 1.77875, 2.11988], [1.27364, -0.62439, -5.36511], [1.48581, -1.77980, 4.95812], [3.60680, -1.11198, -4.66692], [-3.41905, 2.21246, -3.34975], [1.58375, -0.51093, -4.33667], [-0.93590, -1.29149, -0.09830], [0.64661, -0.09606, -3.38925], [-0.08849, -2.29049, 3.62247], [-4.86344, 2.55145, -1.83528], [-0.27327, 0.83046, -0.59522], [-2.87384, 1.91743, 0.19956], [-1.84574, 1.58534, -1.89950], [4.67642, -0.89754, -0.67626], [5.63063, -1.17365, -0.24878], [-3.67398, 2.47461, 3.26081], [6.04611, -1.69457, -3.21738], [-0.66226, -1.78205, 1.54492], [-3.92705, 2.26573, -2.07394], [-1.72140, 1.59475, 0.77030], [3.65773, -0.44072, 0.18357], [-4.72026, 2.59634, 0.95936], [0.22616, 0.24620, 3.85846], [-1.40837, 1.71480, -4.02266], [-2.94784, 1.89745, -1.23624], [4.02644, -0.34648, 2.22400], [0.39955, -3.06905, 5.50645], [4.48468, -1.00631, -2.02816], [-3.77319, 2.29259, 1.12029], [-0.38960, 0.02592, -3.66759], [1.43238, 0.43223, 0.40079], [2.43694, -0.05146, -0.32259], [0.44809, -2.11419, 4.99037], [-1.11611, 1.61540, 2.82866], [-0.13511, -1.38531, 5.55591], [3.22494, -0.66808, -2.58725], [-2.13178, 1.79779, -3.23186], [0.96208, 0.10509, -2.12185], [2.22834, -0.19784, -1.70990], [-0.14243, -1.26689, 2.68144], [0.31566, 0.03131, 2.87121], [-0.59042, -3.37498, 3.13279], [1.29228, 0.10139, 2.58910], [-3.16876, 2.20884, 2.34950], [-1.30843, -3.75444, 1.24979], [-3.99941, 2.47937, -4.21502], [2.86990, -0.78261, -3.94639]]}



(2)
{"formula": "C18H16N2O5", "method": "wB97M-V/def2-TZVPD", "orbital_gap_ha": 0.292, "relative_energy_kcal_mol": 57.4, "lumo_energy_ev": -1.1194, "total_energy_ha": -1181.169445, "smiles": "CCOC(=O)c1cccc(NC(=O)/C=C/c2ccc([N+](=O)[O-])cc2)c1", "homo_ev": -9.06, "elements": ["C", "C", "H", "H", "C", "H", "H", "H", "C", "H", "C", "H", "H", "C", "C", "C", "C", "C", "O", "O", "C", "H", "O", "O", "C", "H", "C", "C", "C", "H", "H", "C", "O", "C", "H", "H", "C", "N", "N", "H", "H"], "positions_angstrom": [[-1.29708, 0.02819, 1.45506], [-1.77357, 1.28968, 1.76702], [6.55291, -1.15757, -0.14127], [-0.35324, -0.30887, 1.85695], [0.73028, -1.53386, -0.03005], [-1.18159, 1.94169, 2.39112], [4.55263, -2.59563, 0.13665], [-2.31193, -2.81368, 0.20061], [3.15690, -0.97124, 0.00940], [-8.59219, -0.11164, -2.33246], [-2.04768, -0.82535, 0.64580], [-7.70015, -1.26484, -1.32985], [-3.39517, 2.68611, 1.53629], [5.40140, 0.63546, -0.29491], [5.55873, -0.73753, -0.13986], [4.44141, -1.52870, 0.01612], [-7.04927, 0.77509, -1.14247], [-5.10693, 1.32190, 0.05716], [7.64912, 0.93062, -0.45441], [-5.55294, 2.41820, 0.29247], [3.02524, 0.41431, -0.14240], [-7.69232, 1.01556, -0.28835], [-0.10645, -3.75227, 0.02980], [6.38543, 2.66453, -0.57654], [-3.30024, -0.41456, 0.19812], [2.04676, 0.86763, -0.13107], [-3.77688, 0.84836, 0.52307], [-3.00525, 1.70850, 1.30074], [-7.61074, -0.37818, -1.95182], [-6.94484, 1.67968, -1.75206], [0.41287, -0.55885, -0.36694], [-0.32123, -2.56023, 0.12368], [-5.76003, 0.39864, -0.65467], [2.01454, -1.85092, 0.16734], [-6.95496, -0.60399, -2.78850], [-3.90227, -1.07474, -0.40674], [4.13651, 1.21436, -0.29361], [-1.59896, -2.10208, 0.30740], [6.56320, 1.47079, -0.45355], [4.04855, 2.28381, -0.41026], [2.23377, -2.86866, 0.46695]]}